(1)
{
  "formula": "C7H8NO5P",
  "method": "ωB97M-V with the def2-TZVPD basis set",
  "species": ["C", "C", "C", "C", "C", "C", "C", "N", "O", "O", "O", "O", "O", "P", "H", "H", "H", "H", "H", "H", "H", "H"],
  "positions_angstrom": [[-1.929, 1.279, 0.948], [-2.598, 0.567, -0.099], [-0.694, 1.588, 0.633], [-1.811, 0.461, -1.152], [-0.434, 0.955, -0.680], [0.273, -1.400, 0.373], [0.738, -0.393, -0.527], [-0.254, -2.545, 0.067], [2.216, 0.758, 1.518], [3.466, -0.657, -0.193], [-0.385, -2.901, -1.112], [-0.659, -3.343, 1.013], [2.703, 1.820, -0.770], [2.319, 0.605, 0.026], [-2.374, 1.486, 1.855], [-3.699, 0.382, -0.108], [0.125, 2.060, 1.201], [-2.142, 0.101, -2.039], [0.208, 1.489, -1.306], [0.116, -0.974, 1.375], [4.019, -0.486, 0.558], [0.797, -0.851, -1.583]],
  "forces_ev_per_a": [[-0.9, -0.2, 0.6], [-2.5, 0.4, 0.2], [2.3, -0.2, -0.9], [2.9, 1.2, 2.2], [0.0, -2.2, -0.3], [0.3, 2.3, 2.5], [-0.1, 1.6, -2.6], [-0.7, -0.9, 1.6], [0.1, 0.2, -0.1], [-1.1, 1.1, -0.8], [-0.1, -0.8, -2.1], [0.0, 0.3, -0.3], [-0.6, -0.7, -0.4], [-0.1, -1.7, 0.5], [-1.0, 0.5, 1.9], [1.0, -0.2, 0.2], [-0.7, -0.4, -0.2], [-0.3, -1.2, -2.8], [0.5, 1.3, -1.4], [0.2, -1.1, -0.2], [0.6, -0.1, 0.7], [0.1, 1.0, 1.4]],
  "homo_ev": 0.16,
  "multiplicity": 1,
  "smiles": "O=[P@@]([O-])(O)[C@@H](C=[N+]([O-])[O-])C1C=CC=C1",
  "total_charge": -2,
  "mol_weight_g_mol": 217.12,
  "gap_ev": 6.049,
  "e_above_lowest_kj_mol": 0.0
}

(2)
{
  "formula": "C11H31O9PS4",
  "method": "ωB97M-V with the def2-TZVPD basis set",
  "species": ["O", "P", "O", "C", "O", "O", "C", "C", "O", "H", "H", "H", "H", "H", "H", "H", "C", "S", "O", "C", "H", "H", "H", "H", "H", "H", "C", "S", "O", "C", "H", "H", "H", "H", "H", "H", "C", "S", "O", "C", "H", "H", "H", "H", "H", "H", "C", "S", "O", "C", "H", "H", "H", "H", "H", "H"],
  "positions_angstrom": [[-1.045, 2.324, -1.270], [-0.156, 2.342, -2.433], [1.015, 1.195, -2.352], [2.213, 1.322, -1.756], [2.652, 0.540, -0.968], [2.816, 2.447, -2.154], [3.976, 2.841, -1.401], [3.655, 3.238, 0.022], [2.827, 4.384, 0.113], [0.598, 3.503, -2.616], [-0.673, 2.024, -3.682], [4.361, 3.701, -1.954], [4.721, 2.044, -1.432], [4.610, 3.380, 0.546], [3.113, 2.439, 0.526], [3.144, 5.055, -0.500], [-4.672, 2.556, -2.993], [-3.858, 3.850, -3.933], [-2.437, 3.814, -3.499], [-4.606, 5.238, -3.073], [-4.279, 1.607, -3.353], [-4.422, 2.682, -1.941], [-5.749, 2.603, -3.160], [-4.374, 5.158, -2.011], [-5.683, 5.234, -3.243], [-4.171, 6.146, -3.485], [-2.192, -3.259, -1.670], [-1.478, -1.617, -1.821], [-1.733, -1.164, -3.221], [0.221, -2.164, -1.729], [-3.274, -3.153, -1.728], [-1.831, -3.876, -2.492], [-1.898, -3.685, -0.710], [0.406, -2.886, -2.525], [0.370, -2.626, -0.753], [0.857, -1.291, -1.843], [1.493, -4.423, 3.046], [1.741, -4.673, 1.293], [0.424, -4.411, 0.645], [1.936, -6.457, 1.340], [1.273, -3.368, 3.188], [0.643, -5.010, 3.391], [2.401, -4.689, 3.588], [1.044, -6.898, 1.785], [2.826, -6.707, 1.916], [2.051, -6.797, 0.313], [-1.129, 0.027, 5.460], [-0.168, -1.027, 4.370], [0.051, -2.304, 5.104], [1.363, -0.097, 4.500], [-2.119, -0.416, 5.544], [-0.647, 0.058, 6.437], [-1.205, 1.024, 5.025], [1.665, -0.055, 5.547], [1.217, 0.902, 4.090], [2.113, -0.625, 3.914]],
  "forces_ev_per_a": [[0.1, 0.0, 0.1], [-0.4, 0.1, 0.1], [0.3, -0.3, -0.2], [-0.2, 0.4, 0.3], [0.1, -0.3, -0.1], [-0.1, 0.1, 0.0], [0.1, -0.1, -0.1], [-0.1, 0.0, 0.1], [0.0, 0.0, -0.1], [0.0, 0.1, 0.0], [0.0, -0.2, 0.0], [0.0, -0.1, 0.0], [-0.1, 0.0, 0.1], [0.0, 0.1, 0.0], [0.1, 0.0, 0.0], [0.0, 0.0, 0.1], [0.0, 0.0, 0.0], [-0.1, -0.1, 0.1], [0.3, 0.2, -0.2], [0.0, 0.0, 0.0], [0.0, 0.0, 0.0], [0.0, 0.0, 0.0], [0.0, 0.0, 0.0], [0.0, 0.0, 0.0], [0.0, 0.0, 0.0], [0.0, 0.0, 0.0], [0.0, 0.0, 0.0], [0.0, 0.0, 0.1], [0.0, 0.1, 0.0], [0.0, 0.0, 0.0], [0.0, 0.0, 0.0], [0.0, 0.0, 0.0], [0.0, 0.0, 0.0], [0.0, 0.0, 0.0], [0.1, 0.0, 0.0], [0.0, 0.0, 0.0], [0.0, 0.0, 0.0], [0.0, 0.0, 0.0], [-0.1, 0.0, 0.0], [0.0, 0.0, 0.0], [0.0, 0.0, 0.1], [0.0, 0.0, 0.0], [0.0, 0.0, 0.0], [0.0, 0.0, 0.0], [0.0, 0.0, 0.0], [0.0, 0.0, 0.0], [0.0, 0.0, 0.0], [0.0, 0.0, 0.0], [0.0, 0.0, 0.0], [0.0, 0.0, 0.0], [0.0, 0.0, 0.0], [0.0, 0.0, 0.0], [0.0, 0.0, 0.0], [0.0, 0.0, 0.0], [0.0, 0.0, 0.0], [0.0, 0.0, 0.0]],
  "homo_ev": -8.12,
  "multiplicity": 1,
  "total_charge": 0,
  "mol_weight_g_mol": 466.60,
  "gap_ev": 8.771
}

(3)
{
  "formula": "C13H23BCoN2O2S5",
  "method": "ωB97M-V with the def2-TZVPD basis set",
  "species": ["Co", "S", "C", "S", "C", "C", "S", "S", "S", "C", "C", "C", "O", "B", "O", "C", "C", "C", "H", "H", "H", "H", "H", "H", "H", "H", "H", "H", "H", "H", "N", "C", "C", "N", "C", "C", "H", "H", "H", "H", "H", "H", "H", "H", "H", "H", "H"],
  "positions_angstrom": [[0.056, 1.149, -1.103], [3.633, 7.072, -1.119], [2.948, 5.600, -0.827], [3.600, 4.104, -1.562], [2.171, 3.112, -1.289], [1.236, 3.641, -0.317], [0.078, 2.752, 0.494], [1.447, 5.311, 0.073], [1.750, 1.615, -2.122], [0.195, -2.524, 2.300], [1.290, -2.390, 1.245], [1.710, -3.810, 0.860], [0.566, -1.739, 0.081], [1.024, -0.407, 0.053], [2.121, -0.169, 0.909], [2.400, -1.472, 1.590], [3.800, -1.906, 1.206], [2.555, -1.134, 3.064], [-0.540, -3.279, 1.930], [-0.260, -1.565, 2.460], [0.660, -2.882, 3.236], [0.769, -4.106, 0.415], [1.995, -4.346, 1.727], [2.471, -3.835, 0.077], [3.901, -2.115, 0.123], [4.034, -2.848, 1.752], [4.460, -1.072, 1.446], [1.655, -0.783, 3.540], [3.395, -0.396, 3.156], [2.892, -2.044, 3.601], [-4.663, 0.434, -1.937], [-3.894, 1.675, -2.389], [-2.431, 1.379, -2.420], [-1.953, 0.933, -1.092], [-2.601, -0.398, -0.769], [-4.132, -0.209, -0.662], [-4.616, -0.261, -2.722], [-5.644, 0.714, -1.816], [-4.217, 2.499, -1.729], [-4.331, 1.837, -3.424], [-1.882, 2.303, -2.671], [-2.153, 0.614, -3.156], [-2.168, 1.656, -0.382], [-2.134, -0.772, 0.169], [-2.309, -1.132, -1.569], [-4.338, 0.422, 0.206], [-4.551, -1.229, -0.639]],
  "forces_ev_per_a": [[-0.4, -2.2, 2.1], [-0.1, -0.3, 0.4], [-0.3, -0.7, -0.4], [-1.3, 0.8, 0.2], [-2.4, 1.0, 2.1], [3.6, -0.4, -2.8], [-1.7, -0.1, 0.8], [1.4, 0.5, -0.4], [2.9, 1.4, -1.5], [0.5, -1.0, 0.1], [-1.7, -0.6, -1.1], [-0.7, 1.7, -1.5], [1.6, -0.2, 1.3], [-0.1, 0.2, -0.2], [-1.3, -1.9, -0.4], [1.5, 2.6, 0.6], [0.0, -0.8, -1.1], [1.0, -0.2, 0.5], [0.4, 0.7, 0.4], [-0.4, 0.4, 0.2], [-0.5, 0.1, -0.2], [0.0, -1.1, 0.0], [0.2, -0.8, 0.7], [0.0, 0.0, 0.3], [-0.1, 0.1, 0.5], [0.2, 0.7, -0.3], [0.2, -0.4, 0.1], [-0.2, 0.4, 0.1], [-1.0, -0.5, 0.0], [-0.2, 0.4, -0.1], [0.2, -0.3, -0.1], [-1.8, -0.1, -1.5], [0.8, 0.7, 0.7], [-1.8, -1.0, -0.6], [0.9, 1.0, -0.3], [1.2, -1.2, -0.4], [-0.1, 0.6, 1.0], [0.2, -0.3, -0.1], [0.5, -0.4, -0.2], [0.7, 0.2, 1.1], [-0.2, -0.3, -0.1], [-0.2, 0.2, 0.1], [0.2, -0.4, -0.3], [-0.5, 0.2, -0.5], [-0.3, 0.7, 0.7], [-0.4, -0.2, -0.3], [-0.4, 0.7, 0.5]],
  "homo_ev": [-4.79, -5.51],
  "multiplicity": 4,
  "total_charge": 0,
  "s2": 3.78,
  "mol_weight_g_mol": 469.42,
  "gap_ev": [3.088, 3.769],
  "e_above_lowest_kj_mol": 6.0
}

(4)
{
  "formula": "C13H13BrN2O4S2",
  "method": "ωB97M-V with the def2-TZVPD basis set",
  "species": ["C", "C", "H", "H", "O", "C", "O", "C", "C", "C", "S", "C", "N", "N", "H", "S", "O", "O", "C", "C", "C", "C", "C", "C", "H", "H", "Br", "H", "H", "H", "H", "H", "H", "H", "H"],
  "positions_angstrom": [[-3.846, -2.872, -2.173], [-4.176, -3.235, -0.732], [-3.454, -3.947, -0.328], [-5.188, -3.647, -0.666], [-4.085, -2.091, 0.121], [-5.141, -1.280, 0.165], [-6.173, -1.471, -0.417], [-4.880, -0.093, 1.083], [-3.450, 0.325, 1.033], [-2.515, 0.121, 1.995], [-0.974, 0.736, 1.497], [-1.736, 1.224, -0.001], [-2.987, 0.950, -0.089], [-0.989, 1.803, -0.985], [-1.516, 2.111, -1.789], [0.386, 2.728, -0.618], [0.186, 3.440, 0.603], [0.664, 3.446, -1.820], [1.601, 1.444, -0.380], [1.920, 0.633, -1.452], [2.853, -0.375, -1.286], [3.446, -0.541, -0.042], [3.132, 0.277, 1.033], [2.196, 1.283, 0.856], [1.918, 1.943, 1.662], [3.610, 0.130, 1.988], [4.721, -1.923, 0.192], [3.120, -1.023, -2.106], [1.443, 0.805, -2.404], [-2.630, -0.341, 2.954], [-5.530, 0.722, 0.762], [-5.150, -0.388, 2.099], [-4.586, -2.174, -2.557], [-2.864, -2.409, -2.227], [-3.854, -3.768, -2.786]],
  "forces_ev_per_a": [[-0.1, 0.1, 0.4], [-0.2, -0.3, -0.4], [-0.1, 0.1, 0.0], [0.2, 0.0, 0.0], [0.3, 0.0, 0.1], [-0.2, 0.3, 0.2], [-0.1, -0.1, -0.1], [0.1, -0.1, -0.2], [0.4, -0.1, 0.8], [0.0, 0.2, -0.3], [-0.8, -0.3, -0.1], [0.2, -0.6, 1.4], [-0.2, 0.3, -0.9], [0.8, 0.8, -0.4], [0.1, 0.2, -0.2], [-0.4, -0.2, -0.4], [0.2, -0.3, 0.1], [0.0, -0.2, -0.3], [-0.3, 0.5, 0.1], [0.1, -0.1, -0.1], [0.0, 0.0, 0.0], [0.1, 0.0, 0.1], [0.1, -0.1, -0.1], [0.0, 0.1, 0.0], [0.0, 0.0, 0.1], [0.0, 0.0, 0.1], [-0.1, 0.1, 0.0], [0.0, 0.0, 0.0], [0.0, -0.1, -0.2], [-0.1, -0.1, 0.2], [0.0, -0.1, 0.1], [-0.1, 0.0, 0.0], [0.0, 0.0, -0.1], [0.1, 0.0, 0.0], [0.0, -0.1, -0.1]],
  "homo_ev": -8.72,
  "multiplicity": 1,
  "smiles": "CCOC(=O)Cc1csc(NS(=O)(=O)c2ccc(Br)cc2)n1",
  "total_charge": 0,
  "mol_weight_g_mol": 405.29,
  "gap_ev": 8.655
}

- Which formula does entry 4 have?
  C13H13BrN2O4S2